C6H9N in the gas phase, computed with ωB97M-V/def2-TZVPD.

Its HOMO-LUMO gap is 10.176 eV. As for the spin multiplicity: 1. The value obtained for the HOMO energy is -9.264 eV. The calculated total energy comes out at -288.690369 a.u.

XYZ file:
```
16
Properties=species:S:1:pos:R:3:forces:R:3
C -0.866 -3.613 -0.050 -0.01 -0.08 0.00
C -0.684 -2.160 -0.078 0.06 0.50 -0.02
C -0.540 -0.964 -0.108 -0.06 -0.51 0.02
C -0.326 0.484 -0.131 -0.03 0.08 -0.06
C 0.919 0.906 0.637 0.17 0.18 0.08
N 1.441 2.059 0.659 -0.22 -0.36 -0.05
C 0.823 3.115 -0.125 -0.07 0.14 -0.08
H -0.201 -4.105 -0.767 -0.09 0.09 0.10
H -1.896 -3.882 -0.305 0.15 0.06 0.04
H -0.648 -4.015 0.945 -0.03 0.08 -0.14
H -1.201 0.998 0.294 0.13 -0.08 -0.05
H -0.250 0.834 -1.170 0.00 -0.05 0.14
H 1.404 0.122 1.225 -0.07 0.09 -0.08
H -0.276 3.100 -0.101 0.15 -0.01 0.01
H 1.138 3.035 -1.174 -0.04 0.01 0.14
H 1.163 4.084 0.249 -0.05 -0.15 -0.07
```
Positions in Å, forces in eV/Å.

***

2 unconnected molecules or ions with the total composition C6H9N in a non-equilibrium geometry, computed with ωB97M-V/def2-TZVPD.

Its HOMO-LUMO gap is 10.729 eV. As for the spin multiplicity: 1. The value obtained for the HOMO energy is -10.039 eV. The calculated total energy comes out at -288.708011 a.u.

XYZ file:
```
16
Properties=species:S:1:pos:R:3:forces:R:3
C 0.046 -1.079 -1.137 -0.12 -0.02 0.10
C -0.956 -1.086 -0.256 0.18 -0.03 -0.13
C -0.798 -0.875 1.228 0.03 0.01 0.04
C -2.301 -1.322 -0.730 -0.94 -0.17 -0.33
N -3.386 -1.508 -1.090 1.02 0.18 0.36
H -0.124 -1.238 -2.198 -0.02 -0.02 0.16
H 1.064 -0.895 -0.809 -0.19 -0.05 -0.03
H -0.958 -1.813 1.770 -0.01 0.12 -0.08
H -1.533 -0.152 1.600 0.11 -0.10 -0.07
H 0.204 -0.502 1.453 -0.15 -0.10 -0.06
C 0.862 1.978 0.181 0.19 -0.04 -0.03
C 2.072 1.524 -0.126 -0.16 0.12 0.04
H 0.577 2.201 1.206 0.08 -0.01 -0.14
H 0.099 2.130 -0.579 0.14 -0.01 0.10
H 2.350 1.299 -1.154 -0.05 0.06 0.16
H 2.833 1.355 0.631 -0.11 0.06 -0.08
```
Positions in Å, forces in eV/Å.

***

C6H9N in the gas phase, computed with ωB97M-V/def2-TZVPD.

Its HOMO-LUMO gap is 8.869 eV. As for the spin multiplicity: 1. The value obtained for the HOMO energy is -7.815 eV. The calculated total energy comes out at -288.763328 a.u.

XYZ file:
```
16
Properties=species:S:1:pos:R:3:forces:R:3
C -2.462 -0.474 -0.330 -0.11 -0.05 -0.04
C -1.198 0.073 0.266 0.19 0.30 -0.04
C -0.742 1.370 0.384 0.02 -0.19 -0.30
N 0.644 1.321 0.408 0.13 -0.13 0.00
C 1.069 0.015 0.326 0.14 0.01 0.04
C 2.446 -0.434 -0.064 0.11 0.04 0.04
C -0.049 -0.762 0.328 -0.04 -0.22 -0.20
H -3.185 0.296 -0.606 0.02 -0.05 0.19
H -2.952 -1.249 0.269 0.04 0.22 0.04
H -2.131 -0.958 -1.263 -0.39 0.09 0.17
H -1.254 2.330 0.416 0.11 -0.41 -0.12
H 1.250 2.122 0.346 -0.12 -0.07 0.12
H 3.273 -0.094 0.566 -0.20 0.08 0.05
H 2.464 -1.530 -0.078 -0.01 0.27 0.06
H 2.650 -0.102 -1.091 0.06 -0.03 0.16
H -0.063 -1.844 0.284 0.06 0.13 -0.18
```
Positions in Å, forces in eV/Å.

***

C6H9N in the gas phase, computed with ωB97M-V/def2-TZVPD.

Its HOMO-LUMO gap is 7.604 eV. As for the spin multiplicity: 1. The value obtained for the HOMO energy is -7.256 eV. The calculated total energy comes out at -288.653796 a.u.

XYZ file:
```
16
Properties=species:S:1:pos:R:3:forces:R:3
C -1.339 2.166 0.026 -0.09 0.07 0.07
C -0.467 0.971 0.268 -0.21 -0.08 0.13
C -0.646 -0.146 1.017 0.28 0.22 -0.43
C 0.074 -2.275 -0.071 -0.08 -0.17 -0.02
C 0.553 -1.005 0.651 0.17 0.04 0.09
C 1.411 -0.193 -0.277 -0.30 0.20 -0.01
N 0.781 0.919 -0.472 0.10 -0.15 -0.01
H -2.333 1.907 0.402 0.17 0.16 -0.01
H -1.449 2.411 -1.044 0.10 -0.08 0.29
H -0.986 3.063 0.557 -0.11 -0.16 -0.16
H 0.917 -2.898 -0.386 -0.14 0.00 -0.04
H -0.551 -2.014 -0.931 0.20 -0.02 0.06
H -0.559 -2.833 0.618 0.09 -0.01 -0.04
H 1.145 -1.319 1.525 -0.09 0.13 -0.10
H 2.338 -0.414 -0.796 -0.08 -0.01 0.15
H 1.112 1.658 -1.086 0.00 -0.14 0.02
```
Positions in Å, forces in eV/Å.

***

A molecular structure, C6H9N in a non-equilibrium geometry, computed with ωB97M-V/def2-TZVPD.

Its HOMO-LUMO gap is 8.215 eV. As for the spin multiplicity: 1. The value obtained for the HOMO energy is -7.531 eV. The calculated total energy comes out at -288.585824 a.u.

XYZ file:
```
16
Properties=species:S:1:pos:R:3:forces:R:3
C 0.991 -0.507 -0.107 -2.45 3.56 1.31
C 0.642 0.772 -0.051 1.73 0.07 -0.62
C -2.766 -0.511 0.093 2.89 1.56 1.46
C -0.666 0.437 0.419 -1.34 -2.85 1.58
C 1.011 -1.940 -0.100 -3.77 -1.23 0.23
C 1.214 2.164 -0.262 1.15 -1.07 -1.85
N -1.733 0.026 -0.431 0.92 0.03 0.19
H -3.536 -0.791 -0.485 -2.61 -1.02 -2.22
H -2.905 -0.599 1.157 0.12 -0.11 0.74
H -0.908 0.261 1.542 0.74 0.45 -1.68
H -0.067 -2.259 -0.630 2.62 0.34 1.60
H 1.203 -2.482 0.871 -0.76 1.01 -0.60
H 1.743 -2.338 -0.702 1.78 -0.74 -1.83
H 2.090 2.391 0.310 0.33 -0.03 0.93
H 0.494 2.931 -0.178 -1.02 0.58 0.60
H 1.612 2.325 -1.287 -0.33 -0.55 0.18
```
Positions in Å, forces in eV/Å.

***

C6H9N in the gas phase, computed with ωB97M-V/def2-TZVPD.

Its HOMO-LUMO gap (spin up / spin down) is 5.496 / 6.520 eV. As for the spin multiplicity: 1. The value obtained for the HOMO energy (spin up / spin down) is -5.623 / -6.331 eV. The calculated total energy comes out at -288.637303 a.u.

XYZ file:
```
16
Properties=species:S:1:pos:R:3:forces:R:3
C 0.034 -1.925 -0.830 0.30 0.03 0.10
C 0.097 -0.449 -0.663 0.02 0.31 0.00
C 0.038 0.305 0.597 -0.12 0.03 0.12
C 0.678 -0.210 1.834 0.01 0.01 0.02
C -0.656 1.491 0.399 0.14 -0.09 0.06
C -1.039 1.530 -0.943 0.01 -0.09 -0.10
N -0.626 0.431 -1.568 -0.12 -0.02 -0.02
H 0.367 -2.428 0.085 -0.17 0.05 -0.16
H 1.168 -0.144 -0.843 0.08 -0.09 -0.10
H 0.662 -2.249 -1.669 -0.15 -0.02 0.10
H 0.885 0.585 2.556 -0.04 -0.12 -0.11
H 1.605 -0.742 1.590 -0.11 0.08 0.04
H 0.019 -0.951 2.308 0.06 0.11 -0.07
H -0.806 2.287 1.116 -0.01 -0.13 -0.08
H -1.524 2.336 -1.480 0.03 -0.12 0.09
H -0.901 0.132 -2.490 0.06 0.07 0.12
```
Positions in Å, forces in eV/Å.